Entry 1:
Density functional theory data (ωB97M-V/def2-TZVPD) for a structure of composition C34H76Cl3N5NaO4 in a non-equilibrium geometry.

The geometry in XYZ format:
```
123
Properties=species:S:1:pos:R:3:forces:R:3
C -4.22836 7.46668 -5.46504 0.0 -0.1 0.2
C -3.65725 6.65171 -4.29456 -0.4 0.1 -0.7
C -3.38347 5.20210 -4.71576 0.1 0.8 0.8
C -2.81119 4.40628 -3.53022 -0.1 -0.3 -1.3
C -2.12388 3.11677 -4.02157 -0.2 -0.6 0.4
C -2.55774 1.90850 -3.17494 0.2 1.2 0.7
C -1.94016 2.03180 -1.76465 0.1 -0.9 0.2
C -0.87521 0.97015 -1.45493 0.6 1.1 0.1
C -0.34093 1.20494 -0.03580 0.0 -1.0 0.2
C 0.29188 -0.06042 0.59646 0.2 0.8 -0.4
C 1.62880 0.30068 1.27829 -1.9 -0.1 0.1
N 2.16029 -0.88378 1.92540 1.7 0.1 -0.3
N 1.33618 -1.78583 2.46082 -1.7 -1.7 1.1
C 2.01448 -2.76404 3.03613 1.9 2.0 -1.2
N 3.32572 -2.49078 2.86968 0.4 -1.1 0.8
C 3.41874 -1.35241 2.20084 -1.2 0.5 -0.4
N 4.58758 -0.77982 1.86465 0.4 -1.3 0.1
C 5.82112 -1.45340 2.32668 0.5 1.6 0.2
C 7.09157 -0.90414 1.68384 0.5 -1.2 0.1
C 8.27221 -1.79739 2.16500 -0.8 0.3 -0.1
C 8.75525 -1.44289 3.59345 -0.1 -0.5 -1.2
O 4.63218 0.40292 1.17248 0.0 0.0 0.1
C 4.68818 0.19913 -0.24769 -0.7 0.7 -0.5
C 4.31921 1.53048 -0.89629 0.7 0.2 -0.5
C 3.92919 1.34096 -2.36869 -0.3 0.2 0.6
H -4.09943 8.53882 -5.32681 0.0 0.0 0.0
H -3.72855 7.17185 -6.38827 0.0 0.1 -0.1
H -5.29543 7.27452 -5.57788 0.0 0.0 -0.1
H -4.38090 6.65726 -3.47183 0.1 0.1 0.1
H -2.72885 7.13297 -3.96428 0.0 -0.1 0.1
H -4.31914 4.75437 -5.05325 0.1 -0.2 -0.1
H -2.68017 5.21486 -5.54938 0.0 -0.1 0.0
H -3.65427 4.14017 -2.88158 0.2 0.2 0.3
H -2.08495 5.08299 -3.04903 -0.1 -0.2 -0.4
H -1.03712 3.21963 -3.96572 0.0 0.0 -0.2
H -2.40563 2.93195 -5.05844 0.1 0.2 -0.1
H -2.27612 0.95965 -3.62637 -0.1 0.0 0.0
H -3.63933 2.00222 -3.05484 -0.1 -0.5 -0.3
H -1.43499 3.00290 -1.60709 -0.1 0.1 -0.2
H -2.67815 1.94054 -0.96199 -0.2 0.1 -0.2
H -0.02689 1.11841 -2.13444 -0.1 -0.3 -0.2
H -1.25736 -0.03762 -1.61606 -0.1 0.0 0.2
H 0.41619 1.99759 -0.02797 -0.3 0.3 -0.2
H -1.19319 1.48493 0.58871 0.2 0.3 0.2
H -0.44019 -0.46799 1.30137 0.1 -0.5 -0.2
H 0.51790 -0.77465 -0.19961 -0.1 -0.2 0.2
H 2.27012 0.70816 0.51095 0.5 -0.2 0.3
H 1.39349 1.04895 2.04076 0.4 0.1 0.0
H 0.29762 -1.73982 2.46265 -1.5 0.2 -0.2
H 1.61745 -3.62099 3.54802 -0.3 0.0 -0.1
H 5.88520 -1.22925 3.39523 0.0 -0.5 0.1
H 5.77555 -2.52353 2.15541 -0.4 0.0 0.0
H 7.32253 0.12316 1.96118 -0.3 0.2 -0.3
H 7.04907 -1.05731 0.60495 -0.1 0.4 0.0
H 9.04930 -1.75716 1.39949 0.1 0.2 0.4
H 7.88157 -2.81807 2.13547 0.3 -0.1 0.0
H 8.36867 -2.18561 4.28788 0.0 0.2 0.3
H 9.84012 -1.49565 3.59995 0.0 0.2 0.3
H 8.40176 -0.44062 3.83230 0.2 0.0 0.3
H 5.68119 -0.06071 -0.61160 0.0 -0.4 0.3
H 3.95739 -0.56480 -0.53298 0.1 -0.2 0.1
H 5.20354 2.17369 -0.89557 0.0 0.0 0.3
H 3.55852 2.07351 -0.33377 -0.1 -0.2 0.0
H 3.90394 2.30450 -2.87743 0.0 0.0 0.0
H 2.92884 0.90355 -2.41232 0.1 -0.2 -0.3
H 4.65953 0.71851 -2.88386 -0.1 -0.1 0.0
C -2.14666 -0.45133 4.11819 -0.5 0.3 0.0
C -2.49518 -1.12430 2.77423 0.2 0.5 0.9
O -1.50095 -1.95217 2.37084 0.9 0.0 -0.6
H -1.23533 0.15196 4.03446 0.1 -0.1 -0.1
H -2.95526 0.21842 4.44415 0.4 -0.2 0.0
H -2.00146 -1.19522 4.90306 0.1 -0.1 -0.1
H -2.74853 -0.27189 2.08170 0.2 -0.2 -0.2
H -3.48862 -1.59735 2.93361 0.2 -0.4 -0.2
C 0.46811 -3.10126 -2.74348 0.4 -0.4 -0.1
N -0.78379 -3.92137 -2.85203 -0.1 0.4 -0.2
C -0.95811 -4.61847 -1.54271 0.1 -0.5 0.2
C -0.61932 -4.93599 -3.92627 0.0 0.1 0.0
C -2.00544 -3.06932 -3.08773 0.3 0.1 0.0
C -2.06674 -2.30295 -4.39190 0.2 0.1 -0.3
O -0.98746 -1.37801 -4.49628 -0.1 0.0 0.1
H 1.23988 -3.74041 -2.30178 -0.1 0.0 0.3
H 0.78111 -2.78635 -3.73174 -0.2 0.2 0.0
H 0.27208 -2.25261 -2.09510 0.0 0.0 0.0
H -0.06046 -5.23361 -1.37044 0.1 0.2 0.6
H -1.85697 -5.23397 -1.57811 -0.1 0.1 -0.1
H -1.04238 -3.86693 -0.76105 0.1 -0.1 0.1
H -0.41297 -4.43326 -4.86753 0.0 0.0 0.0
H -1.53506 -5.51915 -3.99653 0.0 0.0 0.0
H 0.21833 -5.57577 -3.65941 0.0 0.0 0.0
H -2.04756 -2.37875 -2.24578 -0.1 0.0 0.0
H -2.85641 -3.74754 -3.03701 -0.1 0.1 0.0
H -3.00918 -1.74719 -4.41041 -0.2 -0.2 0.1
H -2.05667 -2.98034 -5.25035 -0.1 -0.1 0.0
H -1.05574 -0.94101 -5.35054 0.0 0.0 0.0
C -8.28980 0.15372 4.79591 0.0 0.0 -0.2
C -7.28155 -0.26105 3.72791 0.0 0.0 0.2
C -5.82862 -0.16108 4.19122 0.0 0.0 -0.2
C -5.36347 1.24796 4.56057 -0.1 0.0 0.1
C -5.50486 2.28596 3.44969 0.1 0.0 0.0
C -4.66678 1.96211 2.21652 -0.1 0.2 -0.1
H -8.17036 1.20048 5.08066 0.0 0.0 0.0
H -9.30934 0.02891 4.42819 0.0 0.0 0.1
H -8.17981 -0.45936 5.69222 0.0 0.0 0.0
H -7.43670 0.33822 2.82524 0.0 0.0 0.0
H -7.48064 -1.29742 3.44396 0.0 0.0 0.0
H -5.17978 -0.56677 3.40911 0.0 0.0 0.1
H -5.68755 -0.81020 5.06006 0.0 0.0 0.0
H -4.31452 1.19552 4.86718 -0.3 0.1 0.0
H -5.91348 1.59732 5.43871 0.0 0.0 0.0
H -5.19041 3.25752 3.84292 0.0 0.0 0.0
H -6.55332 2.40002 3.16128 0.0 0.0 0.0
H -3.60776 1.88236 2.47528 0.0 -0.1 0.0
H -4.77458 2.75289 1.46550 0.0 0.0 0.0
H -4.97592 1.02443 1.75339 0.1 0.0 0.0
C 12.13806 -3.75876 1.97529 0.0 0.1 0.0
Cl 10.99767 -3.43352 0.66930 0.1 -0.1 -0.2
Cl 13.35639 -2.48659 2.06945 0.0 0.0 0.0
Cl 11.27730 -3.91610 3.50297 0.1 -0.1 0.1
H 12.64008 -4.69441 1.76751 0.0 0.0 0.0
O 1.70886 -5.34464 -0.16426 -0.3 0.4 -0.7
H 1.74188 -4.80242 0.63175 0.0 0.0 0.0
Na -1.97508 5.39029 -1.14727 -0.1 -0.1 0.5
```
Forces are in eV/Å.

- relative energy (zero: lowest compared OMol25 entry of this formula, charge and spin) (kJ/mol) = 0.00
- E (eV) = -94101.5400
- net charge = +1
- gap between HOMO and LUMO (eV) = 2.57
- HOMO level (eV) = -7.198

Löwdin atomic charge list, values in e, 4 entries: atom 1 (C): -0.096, atom 2 (C): -0.274, atom 3 (C): -0.211, atom 4 (C): -0.237


Entry 2:
Density functional theory data (ωB97M-V/def2-TZVPD) for a structure of composition C53H55IN9O4RbS3Se.

The geometry in XYZ format:
```
127
Properties=species:S:1:pos:R:3:forces:R:3
Rb -0.32417 -0.68311 0.58680 -0.2 -0.3 -0.2
C 1.29516 0.89266 -3.68482 0.0 0.0 0.0
C 0.12038 1.70735 -3.11947 0.0 0.0 0.0
N -0.76075 0.85716 -2.35283 0.0 -0.1 0.0
C -1.50936 -0.10981 -3.12865 0.0 0.0 0.0
C -1.49493 -1.52700 -2.55050 0.0 0.1 -0.1
N -0.17387 -2.01862 -2.17644 0.0 0.0 0.1
C 0.80958 -2.12422 -3.24918 0.1 0.0 -0.1
C 2.08254 -1.32344 -2.93818 0.0 0.1 0.0
N 1.87986 0.08723 -2.61766 -0.1 0.0 0.0
H 0.93630 0.26673 -4.51171 0.0 0.0 0.0
H 2.04018 1.57347 -4.11483 0.0 0.0 0.0
H 0.51371 2.47028 -2.44342 0.0 0.0 0.0
H -0.37885 2.23674 -3.95038 0.0 0.0 0.0
H -1.35975 1.35748 -1.67820 0.0 0.1 0.0
H -2.56620 0.17567 -3.22721 0.0 0.0 0.0
H -1.11167 -0.14153 -4.14737 0.0 0.0 0.0
H -2.12863 -1.55441 -1.65851 0.0 0.0 0.0
H -1.98196 -2.16318 -3.30493 0.0 0.0 0.0
H -0.26991 -2.92520 -1.72552 0.0 0.0 0.0
H 1.10373 -3.17128 -3.39129 0.0 0.0 0.0
H 0.36911 -1.80146 -4.19927 0.0 0.0 0.0
H 2.56389 -1.78273 -2.06998 0.0 0.0 0.0
H 2.77585 -1.40519 -3.78501 0.0 0.0 0.0
H 1.17081 0.11750 -1.88433 0.2 -0.1 0.1
O -1.19359 -1.46133 5.54948 0.0 0.0 0.1
C -1.06752 -1.09873 4.38351 -0.1 0.0 -0.2
N -0.21035 -1.54200 3.43700 0.2 -0.1 0.2
C 0.94170 -2.13247 3.85135 -0.2 0.1 0.0
O 1.61597 -1.78456 4.82409 0.1 0.0 0.0
C 1.49401 -3.24126 2.98176 0.1 0.0 0.0
C 2.42326 -4.06810 3.50000 0.0 0.0 0.0
C 2.86691 -5.24534 2.75618 0.0 0.0 0.0
C 2.55567 -5.40304 1.47056 0.0 0.0 0.0
C 1.83646 -4.30903 0.75469 -0.1 0.0 0.0
N 1.18392 -3.30626 1.62656 -0.1 0.0 0.1
C -2.08214 -0.08632 3.87573 0.1 0.0 0.1
C -3.35757 -0.49192 3.49349 0.0 0.0 0.0
C -4.27960 0.46845 3.12293 0.0 0.0 0.0
C -3.90381 1.80327 3.14257 0.0 0.0 0.0
C -2.60519 2.10583 3.50995 0.0 0.0 -0.1
N -1.70589 1.19426 3.87748 0.0 0.0 0.1
H 2.77410 -3.87695 4.50390 0.0 0.0 0.0
H 3.40219 -6.02292 3.29071 0.0 0.0 0.0
H 2.77551 -6.30719 0.91523 0.0 0.0 0.0
H 2.47412 -3.82538 0.00769 0.0 0.0 -0.1
H -3.60183 -1.54593 3.48312 0.0 0.0 0.0
H -5.27304 0.18386 2.79663 0.0 0.0 0.0
H -4.58276 2.58795 2.84008 0.0 0.0 0.0
H -2.26116 3.13657 3.47596 0.0 0.0 0.0
O 3.06425 -1.45056 0.53650 0.1 0.2 -0.1
S 4.39493 -1.35731 1.18557 0.1 -0.1 0.2
C 4.18008 -0.46979 2.77152 0.0 0.0 -0.2
C 3.99473 1.04150 2.67321 0.0 0.0 0.0
C 3.09700 1.60354 3.78187 0.0 0.0 -0.1
C 1.62475 1.28792 3.57927 0.0 0.1 0.0
S 0.81940 1.93284 2.08521 0.0 0.1 0.3
O 1.53695 1.42466 0.87181 0.2 0.2 0.0
C 1.29877 3.64412 2.29885 0.0 0.0 -0.1
C 2.17237 4.22011 1.39415 0.0 0.0 0.0
C 2.49510 5.56450 1.52680 0.0 0.0 0.0
C 1.93912 6.31509 2.55324 0.0 0.0 0.0
C 1.05468 5.72655 3.45002 0.0 0.0 0.0
C 0.72521 4.38743 3.32154 0.0 0.0 0.0
C 5.31290 -0.07916 0.31098 -0.1 0.0 0.0
C 4.65185 0.63359 -0.67479 0.0 0.0 0.0
C 5.34303 1.61868 -1.36868 0.0 0.0 0.0
C 6.67488 1.87900 -1.07800 0.0 0.0 0.0
C 7.32912 1.14717 -0.09293 0.0 0.0 0.0
C 6.64900 0.15928 0.60194 0.0 0.0 0.0
H 5.04616 -0.74110 3.38080 0.0 0.0 0.0
H 3.31499 -0.97944 3.20580 0.0 0.0 0.0
H 3.55084 1.29321 1.71105 0.0 0.0 0.0
H 4.97252 1.52873 2.71100 0.0 0.0 0.0
H 3.23407 2.68747 3.83530 0.0 0.0 0.0
H 3.39618 1.19503 4.75274 0.0 0.0 0.0
H 0.99390 1.67202 4.38369 0.0 0.0 0.0
H 1.42461 0.21817 3.54210 0.0 0.0 0.0
H 2.57241 3.60736 0.59424 0.0 0.0 0.0
H 3.17600 6.02853 0.82399 0.0 0.0 0.0
H 2.18722 7.36511 2.64886 0.0 0.0 0.0
H 0.61008 6.31797 4.24060 0.0 0.0 0.0
H 0.01984 3.91686 3.99664 0.0 0.0 0.0
H 3.60951 0.43193 -0.89585 0.0 0.0 0.0
H 4.82645 2.18107 -2.13632 0.0 0.0 0.0
H 7.20977 2.64963 -1.62006 0.0 0.0 0.0
H 8.37027 1.34660 0.13071 0.0 0.0 0.0
H 7.15344 -0.41814 1.36944 0.0 0.0 0.0
I -4.61914 0.13730 -0.66792 0.0 0.1 0.1
C -4.74568 2.13523 -0.01280 0.0 -0.1 -0.1
C -5.99649 2.57395 0.32779 0.0 0.0 0.0
C -6.16522 3.87552 0.84310 0.0 0.0 0.0
C -5.08001 4.68802 0.99822 0.0 0.1 0.0
C -3.78151 4.24854 0.64183 0.1 -0.1 0.0
C -2.66260 5.09936 0.80915 0.0 0.0 0.0
C -1.42076 4.65604 0.45302 0.0 0.1 0.0
C -1.25124 3.35204 -0.06788 0.0 0.0 0.0
C -2.27477 2.43565 -0.24884 0.0 0.0 0.0
C -3.57074 2.93416 0.11593 0.0 0.0 -0.1
H -6.85338 1.92256 0.21717 0.0 0.0 0.0
H -7.15680 4.21612 1.11908 0.0 0.0 0.0
H -5.19595 5.68872 1.40449 0.0 0.0 0.0
H -2.81354 6.09540 1.21474 0.0 0.0 0.0
H -0.55969 5.30953 0.57574 0.0 0.0 0.0
H -0.23193 3.06592 -0.33128 0.0 0.0 0.0
C -5.60365 -2.59526 -3.87958 0.0 0.0 0.0
N -4.46498 -3.41223 -3.54379 0.0 -0.1 0.1
C -4.14777 -3.85961 -2.28950 0.0 0.1 0.0
Se -5.10839 -3.57941 -0.76303 0.0 -0.1 0.0
N -2.97570 -4.52660 -2.39843 -0.1 0.1 0.2
C -2.52304 -4.50264 -3.70466 0.0 0.0 0.0
C -1.37029 -4.98037 -4.30545 0.0 0.0 0.1
C -1.21974 -4.73545 -5.66377 0.0 0.0 0.0
C -2.18244 -4.04069 -6.39764 0.0 0.0 0.0
C -3.33566 -3.55776 -5.79222 0.0 0.0 0.0
C -3.48206 -3.79969 -4.43700 0.0 0.0 -0.1
H -6.08395 -2.29902 -2.94978 0.0 0.0 0.0
H -6.31159 -3.15168 -4.49788 0.0 0.0 0.0
H -5.27080 -1.70486 -4.41561 0.0 0.0 0.0
H -2.41637 -4.82147 -1.58431 0.1 -0.1 -0.2
H -0.61057 -5.48103 -3.71998 0.0 0.0 0.0
H -0.32197 -5.08023 -6.16064 0.0 0.0 0.0
H -2.02149 -3.86366 -7.45334 0.0 0.0 0.0
H -4.07846 -3.00352 -6.35050 0.0 0.0 0.0
S -0.23514 -5.47358 -0.99700 0.0 -0.2 -0.1
C 0.41957 -4.54890 0.27031 0.0 0.2 0.0
N -0.12282 -3.68911 1.09169 0.0 -0.1 0.1
```
Forces are in eV/Å.

- relative energy (zero: lowest compared OMol25 entry of this formula, charge and spin) (kJ/mol) = 0.00
- E (eV) = -184062.8182
- net charge = -2
- gap between HOMO and LUMO (eV) = 5.73
- HOMO level (eV) = -2.256

Löwdin atomic charge list, values in e, 4 entries: atom 1 (Rb): 0.631, atom 2 (C): -0.223, atom 3 (C): -0.218, atom 4 (N): -0.084


Entry 3:
Density functional theory data (ωB97M-V/def2-TZVPD) for the molecule C6H13NO2.

The geometry in XYZ format:
```
22
Properties=species:S:1:pos:R:3:forces:R:3
C 2.26422 -1.26195 -0.32458 0.0 0.0 0.0
C 1.18858 -1.94693 0.03942 -0.3 0.4 0.3
O 0.05005 -1.57130 0.68189 0.2 -0.3 -0.4
C -0.23566 -0.24858 1.15977 0.1 0.5 0.4
C 0.81936 0.29284 2.11942 0.1 -0.6 -0.4
N -0.58028 0.72352 0.15243 -0.2 -0.3 0.2
O 0.53103 1.31959 -0.47167 0.3 0.0 -0.3
C -1.52677 0.25424 -0.84314 0.0 0.2 -0.4
C -2.06236 1.43224 -1.64978 0.0 -0.1 0.1
H 2.41896 -0.22260 -0.13271 0.0 0.4 0.1
H 3.06861 -1.78222 -0.81244 0.1 -0.2 -0.1
H 1.11811 -2.99494 -0.16708 0.0 -0.5 -0.1
H -1.16880 -0.42401 1.71384 0.2 0.1 -0.2
H 1.62669 0.77575 1.58432 0.1 0.0 0.0
H 1.22737 -0.53236 2.70958 -0.1 0.2 0.0
H 0.36550 1.02728 2.76042 -0.2 0.3 0.3
H 0.86762 0.71277 -1.15984 -0.2 0.0 0.3
H -1.06127 -0.48389 -1.52126 0.0 0.0 0.2
H -2.33547 -0.24942 -0.30955 0.1 0.0 0.0
H -2.55917 1.08077 -2.55560 0.0 0.1 0.1
H -2.77140 1.99813 -1.04374 0.0 0.0 -0.1
H -1.24492 2.10106 -1.92971 -0.1 -0.1 0.0
```
Forces are in eV/Å.

- relative energy (zero: lowest compared OMol25 entry of this formula, charge and spin) (kJ/mol) = 328.12
- E (eV) = -12015.3244
- gap between HOMO and LUMO (eV) = 9.78
- SMILES = C=CO[C@@H](C)N(O)CC
- HOMO level (eV) = -8.868

Löwdin atomic charge list, values in e, 4 entries: atom 1 (C): 0.018, atom 2 (C): -0.213, atom 3 (O): -0.060, atom 4 (C): -0.361


Entry 4:
Density functional theory data (ωB97M-V/def2-TZVPD) for a cluster of 2 separate species, C5H11NO7S in total in a non-equilibrium geometry.

The geometry in XYZ format:
```
25
Properties=species:S:1:pos:R:3:forces:R:3
C 2.52970 -0.96202 0.12381 -0.1 0.0 -0.5
C 1.54692 -0.05150 -0.60019 -0.1 0.0 1.3
O 2.03280 1.23046 -0.28704 0.4 0.4 -0.5
C 0.13995 -0.17617 -0.00184 -0.2 0.0 -1.5
N -0.75425 -1.09947 -0.77967 1.0 -0.2 0.2
C -0.23528 -2.45926 -0.74231 -0.2 0.0 0.1
C -1.98073 -1.03158 -0.08316 -0.1 1.2 -1.5
O -2.26983 -1.77444 0.79172 -0.6 -2.0 1.9
O -2.77155 -0.06680 -0.50988 0.0 0.3 0.0
H 3.52787 -0.66400 -0.17830 0.3 -0.2 0.0
H 2.33599 -2.01304 -0.05598 0.2 -0.2 -0.2
H 2.41847 -0.78415 1.18162 0.1 0.1 0.4
H 1.54300 -0.23347 -1.67721 -0.1 -0.1 -0.2
H 1.35291 1.89269 -0.49809 -0.4 0.4 0.3
H 0.18134 -0.50028 1.03612 0.1 0.0 0.3
H -0.30122 0.81111 -0.05509 -0.3 0.2 0.2
H 0.00372 -2.77045 0.27738 0.0 -0.2 0.1
H -0.99594 -3.11869 -1.14288 -0.2 -0.3 0.0
H 0.64947 -2.57365 -1.35838 0.2 0.2 -0.2
H -2.76742 0.66019 0.19145 0.2 1.1 -0.2
O -0.37234 2.76719 2.03349 -0.1 -0.1 -0.2
S -1.22906 3.14880 0.88552 0.2 0.5 0.2
O -2.32877 2.13835 0.73028 -0.5 -0.5 0.2
O -0.42735 3.14482 -0.37936 0.4 -0.3 -0.1
O -1.82839 4.48533 1.09802 0.0 -0.2 -0.1
```
Forces are in eV/Å.

- E (eV) = -32021.9608
- net charge = -2
- gap between HOMO and LUMO (eV) = 5.93
- HOMO level (eV) = -0.507

Löwdin atomic charge list, values in e, 4 entries: atom 1 (C): -0.067, atom 2 (C): -0.428, atom 3 (O): -0.050, atom 4 (C): -0.099